Entry 1:
26
Properties=species:S:1:pos:R:3:forces:R:3 method="wB97M-V/def2-TZVPD" orbital_gap_ev="6.41 / 7.57" spin_multiplicity=1 homo_ev="-5.9 / -7.0" relative_energy_kj_mol=362.36
B 0.698 1.238 -0.344 -1.91 0.36 1.30
C -2.003 -0.218 1.854 -3.48 -0.49 0.68
C -1.931 -1.137 0.589 -1.27 -1.03 1.32
C -1.092 0.955 1.484 0.40 0.63 0.66
C -1.167 -0.420 -0.398 0.74 -0.01 -1.13
C 1.463 -1.000 -1.260 -1.78 2.81 -0.44
C 0.794 2.821 -0.135 0.90 -0.65 -1.40
C 2.249 -1.935 -0.477 0.37 -3.65 -1.63
N -0.602 0.641 0.157 1.85 1.88 -0.88
O 1.615 0.397 -0.812 1.19 -1.60 -0.83
P 1.369 -0.882 -3.099 -1.32 1.77 0.65
H -3.118 0.103 2.083 2.01 -0.08 -1.06
H -1.927 -0.845 2.793 1.20 0.95 -0.93
H -1.356 -1.995 0.906 0.08 -0.73 -0.03
H -2.904 -1.492 0.238 0.10 0.01 0.10
H -1.645 1.960 1.437 0.96 -1.33 0.60
H -0.152 0.928 2.062 -0.86 0.81 0.69
H -1.341 -0.333 -1.446 -0.21 -0.68 -0.68
H 1.677 3.339 -0.583 -0.64 -0.53 0.42
H 0.718 3.076 0.907 -0.15 0.24 0.45
H -0.106 3.156 -0.669 0.11 0.34 0.27
H 3.291 -1.643 -0.363 0.10 0.14 0.43
H 2.295 -3.001 -1.057 -0.08 2.48 1.02
H 1.749 -2.247 0.436 0.22 0.44 0.52
H 0.127 0.108 -3.108 1.81 -1.53 -0.06
H 0.589 -2.004 -3.343 -0.36 -0.55 -0.04



Entry 2:
63
Properties=species:S:1:pos:R:3:forces:R:3 method="wB97M-V/def2-TZVPD" orbital_gap_ev=5.11 spin_multiplicity=1 homo_ev=-10.2 total_charge=+1
H 4.550 0.379 2.549 -1.08 -0.02 -0.45
C 3.424 0.431 2.430 0.45 0.08 0.68
H 3.053 0.690 3.427 0.22 0.00 0.07
C 2.973 1.496 1.482 -0.42 0.92 -0.38
C 2.959 2.933 1.870 -0.27 -0.11 -1.17
O 2.632 3.837 1.116 0.38 -0.75 0.59
O 3.296 3.148 3.156 -0.10 0.34 -0.52
C 3.143 4.553 3.468 0.17 0.27 0.43
C 3.456 4.726 4.927 -0.08 0.01 0.33
C 2.319 1.228 0.331 0.14 -0.27 0.23
N 1.978 -0.061 0.011 -0.07 -0.15 -1.01
C 2.179 -1.098 0.888 0.22 0.24 0.18
C 2.831 -0.890 2.050 -0.52 -0.87 0.01
C 2.717 -1.991 3.043 -0.38 -0.51 -1.07
O 2.273 -3.101 2.784 0.51 1.04 0.22
O 3.107 -1.630 4.279 -0.15 -0.55 -0.29
C 2.899 -2.730 5.191 0.15 -0.10 0.43
C 3.286 -2.259 6.562 -0.07 0.13 0.31
H 3.831 5.127 2.833 -0.27 -0.13 0.11
H 2.112 4.858 3.247 0.37 -0.06 -0.06
H 3.474 5.793 5.159 0.02 -0.08 0.06
H 2.684 4.256 5.544 0.17 0.05 -0.04
H 4.427 4.295 5.192 -0.11 0.09 -0.07
H 1.982 1.997 -0.366 0.13 -0.15 0.43
H 1.497 -0.241 -0.865 0.22 0.09 0.45
H 1.745 -2.058 0.600 0.16 0.31 0.33
H 1.842 -3.026 5.157 0.36 0.00 -0.06
H 3.518 -3.575 4.860 -0.26 0.18 0.07
H 3.208 -3.099 7.257 0.04 0.11 0.03
H 4.313 -1.879 6.588 -0.14 -0.09 -0.01
H 2.608 -1.468 6.902 0.17 -0.11 -0.01
C 9.853 -5.084 5.214 -0.15 0.18 0.10
O 8.952 -4.194 5.919 -0.39 0.85 -0.87
C 8.415 -3.131 5.262 0.51 -0.25 0.08
C 7.566 -2.278 6.015 0.20 -0.44 -0.06
C 6.962 -1.201 5.416 -0.18 0.11 -0.16
C 7.241 -0.850 4.064 -0.03 -0.54 -0.17
C 6.717 0.366 3.527 1.51 0.43 0.81
C 7.467 1.249 2.713 -0.20 0.04 -0.14
C 6.840 2.427 2.206 -0.04 0.20 0.15
C 7.504 3.306 1.394 0.31 0.09 -0.27
C 8.830 3.013 0.981 0.34 0.15 -0.79
O 9.354 3.770 -0.016 -0.46 -0.98 1.07
C 10.527 3.269 -0.704 -0.02 0.12 0.23
C 9.535 1.946 1.592 -0.10 -0.02 -0.14
C 8.866 1.102 2.450 -0.02 -0.19 -0.17
C 8.109 -1.707 3.332 0.17 0.24 0.14
C 8.691 -2.822 3.905 -0.02 -0.20 0.30
H 10.026 -5.897 5.921 0.02 0.15 -0.23
H 9.398 -5.473 4.290 0.06 0.12 0.36
H 10.802 -4.577 4.982 -0.32 -0.10 0.10
H 7.417 -2.513 7.069 -0.04 0.08 -0.30
H 6.311 -0.548 5.999 0.13 -0.22 -0.12
H 5.800 0.752 3.972 0.13 -0.09 -0.17
H 5.810 2.635 2.495 0.13 -0.09 -0.14
H 7.039 4.208 1.003 -0.01 -0.26 0.05
H 10.659 3.965 -1.535 0.09 -0.23 0.18
H 11.403 3.285 -0.038 -0.26 0.08 -0.29
H 10.358 2.246 -1.077 -0.04 0.40 0.14
H 10.596 1.789 1.370 -0.50 0.06 0.19
H 9.428 0.312 2.945 -0.15 0.24 -0.09
H 8.338 -1.466 2.294 -0.21 -0.19 0.20
H 9.375 -3.454 3.329 -0.41 0.32 0.19



Entry 3:
129
Properties=species:S:1:pos:R:3:forces:R:3 method="wB97M-V/def2-TZVPD" orbital_gap_ev=7.44 spin_multiplicity=1 homo_ev=-8.5 relative_energy_kj_mol=1337.98
H -1.616 3.448 6.651 0.71 -0.85 -0.49
N -1.393 2.579 6.113 5.02 -1.12 -1.07
C -0.042 2.409 5.934 -2.77 2.09 1.53
C 0.934 3.566 6.642 0.04 -0.78 -0.18
C 0.698 1.177 5.149 0.01 -0.03 1.04
C 0.324 1.055 3.547 -1.32 1.10 0.84
C -1.268 0.668 3.268 -0.52 -0.48 -0.34
C -1.611 0.574 1.633 -0.59 0.71 0.75
C -3.261 0.669 1.385 0.78 -0.78 0.07
C -3.758 -0.774 0.756 -0.33 0.95 0.61
C -5.308 -0.587 0.214 0.42 -0.81 0.47
C -5.435 0.479 -1.055 -0.50 -0.70 0.10
C -6.020 1.949 -0.598 1.98 0.27 0.26
C -5.124 3.182 -1.284 -0.80 -0.17 0.10
C -5.785 4.594 -0.729 0.20 0.15 -0.10
C -4.839 5.350 0.408 0.51 -0.75 0.08
C -5.631 5.603 1.841 -0.20 1.02 -0.95
O -4.834 5.252 3.033 -1.48 -1.21 -1.19
C -4.758 3.797 3.239 0.47 -0.83 -0.39
O 1.222 0.092 2.891 -0.95 -1.25 1.71
C 1.136 -1.256 3.458 -0.62 -0.39 -1.48
P 2.797 -1.704 4.343 2.88 3.82 1.16
O 3.688 -0.430 4.645 -2.78 -3.62 -0.95
C 0.942 -2.349 2.234 -2.75 -6.23 0.92
O 0.457 -3.586 2.524 3.42 7.82 -1.53
N 1.283 -2.094 0.774 1.92 -1.60 1.61
C 2.525 -2.902 0.377 6.61 1.73 1.13
O 3.775 -2.444 0.563 -8.96 -3.45 -1.58
F 2.418 -4.286 -0.201 -0.57 4.66 1.95
C 0.728 2.540 2.890 2.34 -0.83 -1.18
O 1.296 2.209 1.541 0.35 2.36 1.20
C 1.899 3.399 0.921 0.21 -0.51 -2.01
C 3.211 2.862 0.034 -1.07 0.47 -0.44
C 2.737 1.758 -1.110 4.14 -6.55 1.57
O 3.339 0.544 -1.102 -4.20 8.03 -0.24
Br 1.310 2.053 -2.483 1.25 0.13 1.41
P -0.733 3.759 2.782 -2.98 0.58 1.50
O -1.238 4.081 1.146 2.83 2.12 1.74
O -0.218 5.288 3.519 -0.68 -1.47 -0.08
H 0.302 4.546 6.765 1.32 -1.93 -0.21
H 1.887 3.772 5.992 -1.84 -0.33 1.20
H 1.309 3.195 7.711 -0.90 0.74 -2.37
H 1.870 1.329 5.305 -2.53 -0.34 -0.66
H 0.438 0.179 5.749 0.30 2.10 -1.37
H -1.552 -0.415 3.685 0.89 2.26 -0.64
H -2.020 1.402 3.835 2.02 -1.42 -1.29
H -1.184 -0.460 1.262 -0.88 2.16 0.46
H -1.155 1.470 1.035 -0.46 -1.89 1.17
H -3.520 1.574 0.679 0.65 -1.89 1.26
H -3.793 0.883 2.414 0.95 -0.55 -2.01
H -3.707 -1.553 1.659 -0.24 1.52 -1.97
H -3.006 -1.120 -0.090 -1.89 0.80 1.99
H -5.687 -1.668 -0.075 0.61 2.31 0.41
H -5.949 -0.246 1.158 1.24 -0.61 -2.14
H -4.358 0.552 -1.560 -2.48 0.07 1.10
H -6.192 -0.003 -1.841 1.79 1.08 1.59
H -7.156 2.114 -0.826 2.22 -0.46 0.44
H -5.808 2.050 0.572 -0.79 -0.16 -2.42
H -3.983 3.095 -0.985 -2.35 0.12 -0.46
H -5.161 3.094 -2.467 -0.07 0.25 2.44
H -6.842 4.304 -0.265 2.24 0.82 -0.95
H -5.967 5.350 -1.612 0.27 -1.55 1.71
H -4.370 6.343 -0.041 -1.21 -2.07 1.10
H -3.910 4.645 0.636 -1.96 1.38 -0.37
H -6.650 5.028 1.806 1.90 0.80 0.26
H -5.910 6.762 1.902 0.80 -2.83 0.21
H -4.784 3.540 4.381 0.14 0.74 -2.12
H -5.652 3.197 2.728 1.81 1.43 0.96
H -3.729 3.430 2.777 -2.17 0.48 1.00
H 0.292 -1.427 4.247 1.34 0.33 -1.78
H 3.503 -2.653 3.505 -0.80 0.33 0.54
H 2.466 -2.354 5.614 -0.08 0.10 -1.33
H 1.442 -1.081 0.571 0.40 -0.96 0.34
H 1.573 3.004 3.564 -1.42 -0.82 -1.18
H 2.204 4.243 1.673 -0.46 -1.71 -1.30
H 1.141 3.814 0.098 1.50 -0.65 1.95
H 3.649 3.792 -0.560 -0.80 -2.00 1.31
H 3.998 2.331 0.719 -1.55 0.95 -1.56
H -0.859 5.005 0.939 -0.84 -1.83 0.01
H -0.798 5.473 4.339 1.07 -0.79 -2.20
C -5.877 10.340 1.511 -0.08 0.27 0.18
N -6.478 9.078 1.001 -0.65 -0.72 -0.39
O -7.689 8.911 1.189 1.81 -0.01 -0.37
O -5.717 8.290 0.426 -1.25 1.30 0.62
H -6.657 10.934 1.991 0.13 -0.26 -0.16
H -5.101 10.068 2.230 -0.06 0.01 -0.24
H -5.457 10.874 0.656 0.03 -0.20 0.16
C 5.066 -5.207 -1.443 0.04 0.11 0.32
N 5.787 -6.228 -2.250 0.52 -0.62 -0.39
O 6.903 -6.580 -1.852 -1.46 0.30 -0.84
O 5.212 -6.647 -3.262 1.03 0.48 1.28
H 5.686 -4.931 -0.587 -0.11 -0.13 -0.28
H 4.889 -4.343 -2.086 -0.09 -0.23 0.09
H 4.127 -5.654 -1.110 0.18 0.13 -0.22
C 9.490 -7.226 -3.811 -0.20 0.17 0.08
N 10.782 -7.648 -4.418 0.97 -0.19 -0.55
O 11.467 -6.771 -4.957 -0.80 -1.40 0.73
O 11.071 -8.848 -4.335 -0.29 1.76 -0.18
H 9.366 -6.151 -3.957 0.17 -0.27 0.00
H 8.694 -7.778 -4.314 0.18 0.00 0.19
H 9.531 -7.469 -2.747 -0.07 -0.07 -0.25
C -1.211 -1.087 -3.541 0.30 0.09 -0.14
N -2.089 -0.804 -2.373 -0.54 0.14 0.64
O -1.712 0.066 -1.579 -0.65 -1.10 -1.01
O -3.131 -1.464 -2.286 1.54 0.97 -0.19
H -0.335 -0.437 -3.490 -0.26 -0.12 0.11
H -0.917 -2.137 -3.485 -0.19 0.16 -0.06
H -1.790 -0.884 -4.444 0.03 -0.17 0.19
C -4.767 -4.827 2.822 0.23 -0.21 0.14
N -5.465 -3.533 3.044 -0.56 1.01 0.16
O -5.228 -2.936 4.101 -0.44 -0.65 -1.53
O -6.232 -3.152 2.152 1.10 -0.47 1.44
H -4.128 -5.037 3.682 -0.21 0.17 -0.18
H -5.531 -5.599 2.712 0.12 0.20 -0.12
H -4.169 -4.727 1.913 -0.22 -0.03 0.09
C 6.742 -5.272 -6.380 -0.18 0.30 0.07
N 8.034 -5.694 -6.987 0.96 -0.01 -0.40
O 8.719 -4.818 -7.526 -0.83 -1.47 0.66
O 8.323 -6.894 -6.905 -0.25 1.62 -0.25
H 6.618 -4.197 -6.526 0.14 -0.30 -0.05
H 5.946 -5.824 -6.883 0.16 0.01 0.18
H 6.783 -5.515 -5.316 -0.07 -0.15 -0.21
C 6.951 -6.020 -10.386 0.27 -0.11 -0.16
N 5.510 -5.750 -10.640 -1.02 0.03 -0.47
O 5.035 -6.165 -11.704 0.48 0.74 1.68
O 4.896 -5.130 -9.765 0.69 -0.85 -1.20
H 7.362 -6.571 -11.235 -0.22 0.14 0.20
H 7.451 -5.057 -10.273 -0.13 -0.18 0.13
H 7.019 -6.614 -9.472 0.00 0.18 -0.11



Entry 4:
10
Properties=species:S:1:pos:R:3:forces:R:3 method="wB97M-V/def2-TZVPD" orbital_gap_ev=11.58 spin_multiplicity=1 smiles=COCC#N homo_ev=-10.8 relative_energy_kj_mol=115.52
C -1.109 0.728 0.338 -0.19 0.31 -0.11
O -0.381 0.429 -0.846 0.04 0.14 -0.09
C 0.526 -0.617 -0.735 0.34 -0.38 -0.02
C 1.528 -0.438 0.350 0.59 0.27 0.95
N 2.258 -0.287 1.236 -0.81 -0.19 -1.08
H -2.172 0.755 0.079 0.16 0.04 0.09
H -0.791 1.710 0.708 -0.11 -0.19 0.03
H -0.949 -0.014 1.115 0.01 -0.11 0.10
H 1.066 -0.685 -1.683 -0.10 0.00 0.10
H 0.024 -1.581 -0.563 0.07 0.11 0.03



Entry 5:
26
Properties=species:S:1:pos:R:3:forces:R:3 method="wB97M-V/def2-TZVPD" orbital_gap_ev=8.68 spin_multiplicity=1 smiles="CON1C=[NH+]c2ccccc2[C@H]1[NH3+]" homo_ev=-16.3 relative_energy_kj_mol=310.32 total_charge=+2
C -3.711 -0.608 0.706 1.06 -3.69 3.16
O -2.937 0.074 -0.261 1.71 -0.41 -0.36
N -1.610 -0.402 -0.194 3.58 2.86 -0.13
C -1.065 -1.625 -0.190 -0.42 1.54 -1.05
N 0.262 -1.804 -0.200 -3.12 -3.16 -0.48
C 1.223 -0.866 -0.223 2.53 1.65 0.27
C 2.548 -1.299 -0.188 2.01 0.97 -0.18
C 3.600 -0.371 0.112 -0.72 -0.90 0.26
C 3.342 0.972 0.428 -3.41 -1.43 -0.93
C 1.969 1.403 0.269 1.69 -0.05 0.11
C 0.920 0.500 -0.127 2.55 0.24 1.04
C -0.444 0.935 -0.049 -4.65 -0.46 3.17
N -0.898 1.937 -1.027 -0.54 2.50 -0.57
H -3.091 -0.737 1.675 -0.91 0.78 -1.28
H -3.798 -1.703 0.424 -0.53 1.34 -0.17
H -4.676 -0.212 1.017 0.17 0.63 -0.93
H -1.712 -2.465 -0.380 -0.12 -0.38 0.44
H 0.570 -2.799 -0.267 -0.40 1.14 0.11
H 2.907 -2.332 -0.427 -0.91 0.83 0.46
H 4.598 -0.819 0.223 -0.39 0.49 -0.19
H 4.043 1.639 0.857 0.70 0.47 0.01
H 1.882 2.489 0.534 -0.78 -1.13 -0.45
H -0.790 1.409 0.973 0.84 -1.13 -1.73
H -0.515 2.982 -0.829 -0.34 -3.00 -0.71
H -1.928 2.103 -0.853 0.79 -0.57 -0.73
H -0.688 1.600 -2.005 -0.39 0.88 0.84



Entry 6:
11
Properties=species:S:1:pos:R:3:forces:R:3 method="wB97M-V/def2-TZVPD" orbital_gap_ev=9.76 spin_multiplicity=1 smiles="Nn1occc1=O" homo_ev=-9.3 relative_energy_kj_mol=605.76
N 0.250 1.764 -0.244 2.14 4.50 0.74
N -0.547 0.633 -0.085 0.99 6.03 0.31
O -0.582 0.275 1.281 -1.23 -2.80 -0.45
C -0.530 -1.153 1.170 0.50 2.62 -0.10
C -0.116 -1.501 -0.039 0.54 -0.49 -1.76
C -0.010 -0.259 -0.891 3.58 -2.55 -2.30
O 0.673 0.165 -1.880 -2.43 -3.41 1.91
H -0.008 2.685 -0.885 0.37 -4.06 2.29
H 1.386 1.577 -0.174 -4.23 0.42 -0.69
H -0.792 -1.719 2.040 0.13 0.03 0.30
H 0.276 -2.467 -0.294 -0.37 -0.30 -0.26